1.
Here is one molecule with the formula C5H10O2 from the OMol25 dataset. Energies are from the ωB97M-V functional and the def2-TZVPD basis.

## Properties
* total energy: -9441.485 eV
* energy above the lowest of the compared OMol25 structures with the same formula, charge and spin: 150.3 kJ/mol
* lowest unoccupied orbital energy: 0.0364 Eh

Structure (XYZ):
```
17
Properties=species:S:1:pos:R:3:mulliken_charge:R:1
C 0.85 -0.60 1.54 -1.41
C 0.46 0.12 0.22 1.33
C 1.50 1.03 -0.35 -1.35
O -0.79 0.83 0.39 -0.43
C -1.69 0.39 -0.60 -0.36
C -1.19 -1.01 -0.89 -0.41
O 0.21 -0.84 -0.76 -0.42
H 0.11 -1.34 1.87 0.30
H 1.81 -1.08 1.32 0.33
H 0.95 0.09 2.34 0.36
H 1.51 2.00 0.29 0.29
H 1.21 1.29 -1.41 0.30
H 2.54 0.64 -0.36 0.33
H -1.64 1.00 -1.50 0.27
H -2.71 0.45 -0.18 0.28
H -1.54 -1.33 -1.86 0.35
H -1.57 -1.64 -0.05 0.24
```

---

2.
Here is one molecule with the formula C5H10O2 from the OMol25 dataset. Energies are from the ωB97M-V functional and the def2-TZVPD basis.

## Properties
* total energy: -9438.864 eV
* energy above the lowest of the compared OMol25 structures with the same formula, charge and spin: 403.2 kJ/mol
* lowest unoccupied orbital energy: 0.0359 Eh

Structure (XYZ):
```
17
Properties=species:S:1:pos:R:3:mulliken_charge:R:1
C -0.88 2.23 -0.55 -0.75
O -0.77 0.84 -0.23 -0.37
C 0.56 0.25 -0.56 -0.08
C 1.23 0.25 0.76 -0.78
C 0.87 -1.08 0.13 -0.09
C -0.23 -1.94 0.70 -0.54
O -1.02 -2.53 -0.31 -0.53
H -1.12 2.28 -1.61 0.28
H 0.05 2.79 -0.34 0.33
H -1.69 2.71 0.02 0.25
H 0.91 0.52 -1.54 0.45
H 2.27 0.53 1.00 0.29
H 0.20 0.73 1.06 0.29
H 1.64 -1.69 -0.36 0.33
H 0.17 -2.77 1.29 0.34
H -0.83 -1.32 1.39 0.25
H -1.35 -1.80 -0.85 0.34
```

---

3.
Here is a 2-piece molecular cluster, C5H10O2 overall from the OMol25 dataset. Energies are from the ωB97M-V functional and the def2-TZVPD basis.

## Properties
* total energy: -9438.418 eV
* energy above the lowest of the compared OMol25 structures with the same formula, charge and spin: 446.3 kJ/mol
* lowest unoccupied orbital energy: 0.0062 Eh

Structure (XYZ):
```
17
Properties=species:S:1:pos:R:3:mulliken_charge:R:1
C -1.56 -0.47 2.17 -1.18
C -0.98 0.39 1.08 -0.05
O -0.50 -0.46 0.01 -0.16
C -0.42 0.14 -1.14 -0.46
C 2.16 0.60 -0.73 -1.05
C -0.10 -0.71 -2.29 0.25
O 0.81 -0.64 -3.09 -0.49
H -0.80 -1.14 2.59 0.31
H -1.93 0.17 2.98 0.37
H -2.39 -1.07 1.79 0.31
H -1.72 1.07 0.64 0.39
H -0.13 0.99 1.43 0.28
H 1.17 1.06 -0.90 0.29
H 2.47 0.10 -1.65 0.30
H 2.83 1.43 -0.48 0.33
H 2.11 -0.11 0.10 0.25
H -1.01 -1.33 -2.50 0.30
```

---

4.
Here is one molecule with the formula C5H10O2 from the OMol25 dataset. Energies are from the ωB97M-V functional and the def2-TZVPD basis.

## Properties
* total energy: -9440.906 eV
* energy above the lowest of the compared OMol25 structures with the same formula, charge and spin: 206.2 kJ/mol
* lowest unoccupied orbital energy: 0.0333 Eh

Structure (XYZ):
```
17
Properties=species:S:1:pos:R:3:mulliken_charge:R:1
C -0.85 -1.23 -2.13 -1.23
C -0.57 -0.87 -0.68 -0.04
O 0.19 0.30 -0.63 -0.41
C 0.15 0.74 0.70 0.58
C 0.99 -0.09 1.67 -1.29
C 0.51 2.22 0.67 -0.14
O 0.95 2.84 1.60 -0.47
H 0.03 -1.58 -2.68 0.30
H -1.59 -2.03 -2.16 0.37
H -1.24 -0.36 -2.66 0.30
H -1.45 -0.62 0.03 0.24
H -0.03 -1.68 -0.15 0.25
H -0.96 0.56 0.98 0.20
H 1.31 0.54 2.50 0.40
H 0.38 -0.91 2.06 0.31
H 1.88 -0.53 1.19 0.31
H 0.31 2.70 -0.32 0.32
```

---

5.
Here is one molecule with the formula C5H10O2 from the OMol25 dataset. Energies are from the ωB97M-V functional and the def2-TZVPD basis.

## Properties
* total energy: -9441.822 eV
* energy above the lowest of the compared OMol25 structures with the same formula, charge and spin: 117.8 kJ/mol
* lowest unoccupied orbital energy: 0.0353 Eh

Structure (XYZ):
```
17
Properties=species:S:1:pos:R:3:mulliken_charge:R:1
C 1.47 1.20 -1.48 -1.19
C 1.25 0.44 -0.18 -0.48
C -0.20 0.01 -0.03 0.10
O -0.62 -0.69 -1.19 -0.58
C -0.47 -0.83 1.22 -0.70
C -1.95 -1.03 1.45 0.05
O -2.81 -0.64 0.69 -0.49
H 2.51 1.56 -1.56 0.38
H 1.25 0.57 -2.34 0.27
H 0.81 2.08 -1.54 0.30
H 1.91 -0.44 -0.14 0.33
H 1.49 1.07 0.68 0.32
H -0.81 0.92 0.06 0.33
H -1.55 -0.46 -1.26 0.36
H -0.04 -0.36 2.11 0.33
H -0.01 -1.82 1.13 0.32
H -2.23 -1.56 2.38 0.35
```

---

6.
Here is one molecule with the formula C5H10O2 from the OMol25 dataset. Energies are from the ωB97M-V functional and the def2-TZVPD basis.

## Properties
* total energy: -9440.917 eV
* energy above the lowest of the compared OMol25 structures with the same formula, charge and spin: 205.1 kJ/mol
* lowest unoccupied orbital energy: 0.0335 Eh

Structure (XYZ):
```
17
Properties=species:S:1:pos:R:3:mulliken_charge:R:1
C -2.11 -0.55 0.44 -1.38
C -1.09 0.24 -0.35 0.16
O -0.98 1.51 0.25 -0.53
C 0.24 -0.52 -0.38 0.30
C 1.50 0.30 -0.72 -0.79
C 1.96 -0.10 0.69 -0.32
O 0.75 -0.82 0.93 -0.45
H -3.04 0.01 0.55 0.36
H -2.33 -1.51 -0.05 0.34
H -1.71 -0.75 1.44 0.35
H -1.42 0.34 -1.40 0.22
H -0.26 1.99 -0.18 0.32
H 0.11 -1.44 -0.97 0.42
H 2.11 -0.04 -1.56 0.30
H 1.33 1.38 -0.84 0.20
H 2.09 0.73 1.40 0.23
H 2.84 -0.75 0.74 0.25
```

---

7.
Here is a 2-piece molecular cluster, C5H10O2 overall from the OMol25 dataset. Energies are from the ωB97M-V functional and the def2-TZVPD basis.

## Properties
* total energy: -9440.271 eV
* energy above the lowest of the compared OMol25 structures with the same formula, charge and spin: 267.4 kJ/mol
* lowest unoccupied orbital energy: 0.0328 Eh

Structure (XYZ):
```
17
Properties=species:S:1:pos:R:3:mulliken_charge:R:1
C -1.83 -0.17 0.97 -0.66
C -1.33 0.42 -0.11 -0.67
C -0.29 -0.14 -1.04 0.55
C 0.97 0.73 -1.22 -0.53
O 1.81 -0.27 -0.62 -0.46
C 0.71 -1.19 -0.52 -0.59
H -2.58 0.32 1.58 0.28
H -1.51 -1.16 1.30 0.22
H -1.69 1.41 -0.39 0.26
H -0.76 -0.42 -1.99 0.38
H 0.99 1.66 -0.64 0.30
H 1.25 0.94 -2.26 0.29
H 0.85 -2.06 -1.18 0.27
H 0.58 -1.53 0.51 0.32
O 1.00 0.49 2.27 -0.66
H 1.59 0.14 1.58 0.34
H 0.25 0.84 1.77 0.35
```

---

8.
Here is one molecule with the formula C5H10O2 from the OMol25 dataset. Energies are from the ωB97M-V functional and the def2-TZVPD basis.

## Properties
* total energy: -9440.666 eV
* energy above the lowest of the compared OMol25 structures with the same formula, charge and spin: 229.3 kJ/mol
* lowest unoccupied orbital energy: 0.0305 Eh

Structure (XYZ):
```
17
Properties=species:S:1:pos:R:3:mulliken_charge:R:1
O 1.80 -0.05 1.31 -0.50
C 1.88 -0.42 -0.06 -0.47
C 0.47 -0.83 -0.41 -0.93
C -0.52 0.33 -0.43 0.25
C -2.00 -0.06 -0.54 -0.54
O -2.34 0.64 0.66 -0.42
C -0.96 0.96 0.91 -0.44
H 2.59 0.42 1.60 0.28
H 2.58 -1.26 -0.21 0.30
H 2.23 0.41 -0.70 0.34
H 0.18 -1.54 0.37 0.35
H 0.44 -1.35 -1.38 0.35
H -0.23 1.08 -1.17 0.39
H -2.17 -1.15 -0.44 0.28
H -2.55 0.31 -1.41 0.27
H -0.81 2.04 1.01 0.25
H -0.58 0.46 1.80 0.24
```